# C43H64Cl4N9O

8 unconnected molecules or ions with the total composition C43H64Cl4N9O in a non-equilibrium geometry (the ωB97M-V functional and the def2-TZVPD basis, OMol25).

Geometry as XYZ:
```
121
Properties=species:S:1:pos:R:3:mulliken_charge:R:1
C -1.679 2.166 3.399 -1.68
C -0.818 2.904 2.372 -0.54
C -1.010 2.261 1.005 -1.04
C -0.161 2.949 -0.100 -0.42
C -1.115 3.777 -0.983 -2.06
C 0.718 1.953 -0.891 1.14
C 1.761 1.188 -0.021 -0.96
Cl 2.567 2.345 1.096 -0.04
C 1.462 -0.145 0.761 -0.05
C 0.391 -1.126 0.310 -1.14
Cl 1.185 0.086 2.535 -0.12
C -0.269 1.073 -1.654 -2.49
N 0.353 -0.103 -2.275 -0.02
C 1.557 0.196 -2.995 -0.94
Cl 2.958 -0.734 -2.326 0.02
C 1.957 1.677 -3.150 -0.93
O 1.500 2.168 -4.374 -0.54
N 1.466 2.659 -2.065 0.61
C 2.613 3.620 -1.798 -0.29
Cl 2.084 4.991 -0.818 -0.07
C 3.180 4.179 -3.121 -0.34
C 4.038 5.426 -2.963 -1.42
H -1.332 1.138 3.488 0.37
H -2.699 2.093 3.017 0.35
H -1.671 2.650 4.369 0.51
H 0.225 2.862 2.672 0.40
H -1.166 3.937 2.322 0.41
H -0.880 1.182 1.067 0.21
H -2.061 2.416 0.757 0.59
H 0.421 3.689 0.425 1.06
H -0.604 4.360 -1.750 0.38
H -1.582 4.516 -0.334 0.51
H -1.919 3.185 -1.411 0.40
H 2.603 0.946 -0.658 0.96
H 2.404 -0.682 0.750 0.56
H 0.258 -1.861 1.096 0.45
H 0.727 -1.673 -0.567 0.09
H -0.579 -0.697 0.087 0.11
H -0.717 1.695 -2.434 0.79
H -1.093 0.756 -1.027 0.53
H -0.318 -0.511 -2.914 0.38
H 1.471 -0.199 -4.000 0.71
H 3.037 1.672 -3.151 0.64
H 0.605 1.833 -4.534 0.45
H 0.768 3.233 -2.545 0.96
H 3.413 3.104 -1.280 0.60
H 2.353 4.372 -3.799 0.35
H 3.806 3.421 -3.584 0.39
H 3.460 6.342 -2.987 0.37
H 4.679 5.393 -2.088 0.36
H 4.704 5.469 -3.822 0.43
N -4.893 1.112 6.046 0.05
C -3.681 0.511 5.837 -0.67
C -2.932 0.671 6.971 -0.31
C -3.725 1.396 7.902 -0.46
C -4.928 1.652 7.302 -0.54
H -5.644 1.154 5.381 0.21
H -3.457 0.022 4.904 0.51
H -1.928 0.310 7.119 0.41
H -3.443 1.694 8.898 0.40
H -5.802 2.168 7.660 0.40
N 4.760 -5.846 -2.918 0.16
C 4.622 -6.214 -1.609 -0.66
C 3.900 -5.241 -0.973 -0.70
C 3.587 -4.247 -1.940 0.83
C 4.131 -4.650 -3.134 -1.53
H 5.248 -6.378 -3.617 0.26
H 5.045 -7.133 -1.245 0.44
H 3.625 -5.242 0.068 0.48
H 3.024 -3.344 -1.778 0.32
H 4.121 -4.194 -4.110 0.43
N 6.573 -2.322 -2.585 0.08
C 6.492 -1.160 -1.871 -0.38
C 7.574 -0.384 -2.193 -0.78
C 8.340 -1.110 -3.145 -0.61
C 7.695 -2.299 -3.365 -0.36
H 5.907 -3.078 -2.536 0.33
H 5.675 -0.988 -1.191 0.55
H 7.796 0.590 -1.790 0.41
H 9.258 -0.796 -3.612 0.40
H 7.942 -3.128 -4.006 0.39
N 2.336 -10.386 -5.226 0.02
C 1.992 -10.603 -3.920 -0.44
C 2.364 -9.501 -3.200 -0.67
C 2.954 -8.581 -4.109 0.20
C 2.921 -9.157 -5.352 -0.89
H 2.183 -11.033 -5.978 0.18
H 1.515 -11.519 -3.617 0.38
H 2.228 -9.366 -2.140 0.40
H 3.353 -7.610 -3.875 0.46
H 3.261 -8.800 -6.309 0.35
N -4.091 4.842 1.623 0.24
C -4.679 5.626 0.662 -0.74
C -4.942 6.843 1.225 -0.34
C -4.509 6.790 2.578 -0.74
C -3.988 5.544 2.795 -0.44
H -3.792 3.892 1.494 0.16
H -4.854 5.253 -0.333 0.43
H -5.400 7.680 0.725 0.46
H -4.575 7.578 3.309 0.45
H -3.558 5.098 3.675 0.51
N -8.165 2.962 1.666 -0.01
C -7.479 4.119 1.934 -0.22
C -8.323 4.951 2.618 -0.21
C -9.563 4.271 2.770 -0.68
C -9.435 3.047 2.173 -0.47
H -7.798 2.172 1.169 0.18
H -6.455 4.256 1.620 0.15
H -8.078 5.938 2.970 0.45
H -10.447 4.641 3.260 0.40
H -10.134 2.236 2.064 0.40
N -2.302 -5.767 2.519 0.04
C -1.278 -6.256 1.756 -0.69
C -0.216 -5.401 1.884 -0.27
C -0.618 -4.356 2.761 -0.55
C -1.911 -4.611 3.136 -0.66
H -3.205 -6.194 2.614 0.20
H -1.390 -7.167 1.194 0.39
H 0.743 -5.515 1.407 0.55
H -0.024 -3.517 3.085 0.54
H -2.578 -4.075 3.788 0.46
```

Calculated values
Electronic energy = -111168.5499 eV
2S+1 = 1
Energy above the lowest of the compared OMol25 structures with the same formula, charge and spin = 45.44 kJ/mol
Total charge = +1